This record from the OMol25 dataset describes 10 unconnected molecules or ions with the total composition C13H46N14O13. The level of theory is ωB97M-V/def2-TZVPD.

Output
SMILES string	NC(N)=O.NC(N)=O.NC(N)=O.NC(N)=O.NC(N)=O.NC(N)=O.NC(N)=O.OCCO.OCCO.OCCO
E_LUMO	0.57	eV
relative energy (zero: lowest compared OMol25 entry of this formula, charge and spin)	3.91	kcal/mol
orbital gap	0.3620	Eh

Bonds (Å) are listed after each position.
Positions of all 86 atoms, in Å:
1 N 0.6706 -3.9610 -1.8184  C2 1.326, H5 0.980, H6 1.069
2 C 0.7573 -2.6452 -1.6810  N1 1.326, N3 1.376, O4 1.243
3 N -0.2758 -2.0909 -0.9604  C2 1.376, H7 1.003, H8 1.013
4 O 1.7094 -1.9727 -2.1137  C2 1.243
5 H 1.3564 -4.4463 -2.3237  N1 0.980
6 H -0.0329 -4.4981 -1.2191  N1 1.069
7 H -1.0490 -2.6269 -0.6141  N3 1.003
8 H -0.0798 -1.2686 -0.4013  N3 1.013
9 N 1.5534 0.2832 -4.6173  C10 1.366, H13 1.021, H14 0.996
10 C 0.8229 1.4305 -4.7401  N9 1.366, N11 1.406, O12 1.216
11 N 1.4599 2.6427 -4.4202  C10 1.406, H15 1.004, H16 0.975
12 O -0.2952 1.3720 -5.2156  C10 1.216
13 H 1.0430 -0.5394 -4.9405  N9 1.021
14 H 2.5386 0.2084 -4.4904  N9 0.996
15 H 0.8476 3.4163 -4.2340  N11 1.004
16 H 2.2074 2.4729 -3.8180  N11 0.975
17 N -4.3155 1.3061 -2.1260  C18 1.373, H21 1.010, H22 0.991
18 C -3.0878 1.1332 -2.7149  N17 1.373, N19 1.356, O20 1.268
19 N -3.0256 1.1803 -4.0688  C18 1.356, H23 1.023, H24 1.051
20 O -2.0601 0.9274 -2.0014  C18 1.268
21 H -4.9920 1.8939 -2.5924  N17 1.010
22 H -4.3312 1.3131 -1.1350  N17 0.991
23 H -3.8541 1.1208 -4.6663  N19 1.023
24 H -2.0693 1.1452 -4.5034  N19 1.051
25 N 3.2686 -1.1061 1.5007  C26 1.434, H29 1.021, H30 0.996
26 C 4.3888 -0.2440 1.7392  N25 1.434, N27 1.368, O28 1.204
27 N 4.2106 0.5713 2.8230  C26 1.368, H31 0.965, H32 1.009
28 O 5.2123 -0.0787 0.8773  C26 1.204
29 H 3.4841 -1.7199 0.7132  N25 1.021
30 H 2.5467 -1.2227 2.1774  N25 0.996
31 H 3.6783 0.3220 3.5886  N27 0.965
32 H 5.0991 0.9430 3.1239  N27 1.009
33 N -3.6363 -2.1752 2.1235  C34 1.346, H37 0.990, H38 0.992
34 C -3.0658 -2.0584 0.9095  N33 1.346, N35 1.312, O36 1.221
35 N -3.0501 -0.8522 0.3933  C34 1.312, H39 1.003, H40 1.039
36 O -2.7702 -3.0550 0.2682  C34 1.221
37 H -3.4474 -2.9707 2.6824  N33 0.990
38 H -3.9964 -1.3633 2.5658  N33 0.992
39 H -2.4077 -0.7415 -0.3692  N35 1.003
40 H -2.9056 -0.1005 1.0960  N35 1.039
41 N 0.5716 1.0054 -1.0974  C42 1.320, H45 0.963, H46 1.013
42 C 0.6544 0.7761 0.1997  N41 1.320, N43 1.349, O44 1.268
43 N 1.6274 1.4122 0.8839  C42 1.349, H47 1.053, H48 0.980
44 O -0.1307 -0.0150 0.8037  C42 1.268
45 H -0.2233 0.6753 -1.5288  N41 0.963
46 H 1.3264 1.4079 -1.6401  N41 1.013
47 H 2.1528 2.1308 0.3213  N43 1.053
48 H 1.9222 1.0501 1.7459  N43 0.980
49 N 3.7840 0.0012 -1.8874  C50 1.356, H53 0.991, H54 0.999
50 C 3.8943 1.3368 -1.6809  N49 1.356, N51 1.413, O52 1.233
51 N 5.1692 1.8514 -1.3553  C50 1.413, H55 1.031, H56 1.046
52 O 2.9974 2.1561 -1.8924  C50 1.233
53 H 2.8865 -0.4160 -1.9268  N49 0.991
54 H 4.5913 -0.4459 -1.5055  N49 0.999
55 H 5.2996 2.8717 -1.2853  N51 1.031
56 H 5.8323 1.3388 -0.7302  N51 1.046
57 O -2.4548 2.3158 0.5206  C58 1.371, H61 0.989
58 C -2.1433 3.6512 0.5038  O57 1.371, C59 1.590, H62 1.083, H63 1.111
59 C -3.0663 4.4280 -0.5316  C58 1.590, O60 1.403, H64 1.065, H65 1.056
60 O -4.4183 4.2175 -0.2223  C59 1.403, H66 0.926
61 H -2.2450 1.8811 -0.3425  O57 0.989
62 H -2.3432 3.8893 1.5416  C58 1.083
63 H -1.0807 3.8115 0.2228  C58 1.111
64 H -2.8421 4.0491 -1.5016  C59 1.065
65 H -2.7934 5.4479 -0.4952  C59 1.056
66 H -4.5178 4.4039 0.6794  O60 0.926
67 O 0.1235 -2.5790 2.6854  C68 1.428, H71 0.984
68 C 0.8182 -3.8257 2.6542  O67 1.428, C69 1.543, H72 1.083, H73 1.098
69 C -0.1587 -4.9799 2.3466  C68 1.543, O70 1.478, H74 1.075, H75 1.096
70 O -0.6476 -4.8922 0.9542  C69 1.478, H76 0.980
71 H -0.1065 -2.2876 1.7745  O67 0.984
72 H 1.6007 -3.8544 1.9055  C68 1.083
73 H 1.3403 -3.8869 3.6179  C68 1.098
74 H -0.9277 -5.0763 3.0920  C69 1.075
75 H 0.5411 -5.8212 2.4056  C69 1.096
76 H -1.5297 -4.4659 0.9312  O70 0.980
77 O -2.3966 1.1095 2.9124  C78 1.405, H81 0.927
78 C -1.5304 0.2069 3.5518  O77 1.405, C79 1.569, H82 1.131, H83 1.109
79 C -0.0835 0.7771 3.7584  C78 1.569, O80 1.405, H84 1.133, H85 1.078
80 O 0.8411 -0.2585 3.9769  C79 1.405, H86 0.969
81 H -1.8740 1.6089 2.3313  O77 0.927
82 H -1.8678 -0.0658 4.5966  C78 1.131
83 H -1.3961 -0.6936 2.9179  C78 1.109
84 H -0.0462 1.4828 4.6441  C79 1.133
85 H 0.1534 1.3635 2.8859  C79 1.078
86 H 0.5886 -1.0388 3.4616  O80 0.969

Mulliken population analysis, charges in e, atoms 1 to 6: N -0.312; C 0.325; N 0.486; O -0.727; H 0.242; H 0.136